(1)
This record from the OMol25 dataset describes a molecular structure, CdH12O6. The level of theory is ωB97M-V/def2-TZVPD.

```
! RIJCOSX wB97M-V def2-TZVPD def2/J DEFGRID3
* xyz 2 1
Cd 19.210 1.815 -9.865
O 17.155 4.731 -11.864
H 17.333 5.406 -12.520
H 16.202 4.724 -11.780
O 18.750 4.211 -6.664
H 19.016 3.960 -5.780
H 18.823 5.166 -6.675
O 15.687 0.118 -9.533
H 15.822 -0.825 -9.445
H 14.757 0.246 -9.348
O 20.826 -0.862 -7.518
H 20.877 -1.808 -7.655
H 21.314 -0.710 -6.708
O 22.416 3.742 -10.458
H 22.705 4.296 -9.733
H 22.868 4.094 -11.225
O 19.732 -0.532 -12.905
H 19.316 -0.365 -13.751
H 20.492 -1.076 -13.115
*
```

E_HOMO ... -17.7 eV

=====

(2)
This record from the OMol25 dataset describes 2 unconnected molecules or ions with the total composition C3H7ClN2S at a distorted geometry. The level of theory is ωB97M-V/def2-TZVPD.

```
! RIJCOSX wB97M-V def2-TZVPD def2/J DEFGRID3
* xyz 0 1
C -0.442 0.473 -0.440
C 0.707 0.357 0.478
C 1.728 -0.841 0.233
H -3.830 0.137 0.234
H -0.960 -0.960 0.802
H 0.011 2.090 -1.088
H 1.390 1.364 0.312
H 0.202 0.495 1.557
H 1.085 -1.704 0.261
H 2.568 -0.702 1.038
N -1.049 -0.898 -0.169
N -0.947 1.569 -1.012
S -2.678 -0.833 -0.885
Cl 2.215 -0.547 -1.321
*
```

E_HOMO ... -9.2 eV

=====

(3)
This record from the OMol25 dataset describes a molecular structure, C35H50Cl3GeNO4ReSiTe at a distorted geometry. The level of theory is ωB97M-V/def2-TZVPD.

```
! RIJCOSX wB97M-V def2-TZVPD def2/J DEFGRID3
* xyz 2 4
Re -1.364 -1.897 -2.199
C 1.112 0.374 -2.217
C 0.216 0.570 -3.411
C -0.191 2.083 -3.507
C 0.705 -0.038 -4.739
O -1.142 -0.138 -3.071
Ge -2.989 0.317 -2.877
O -2.594 -0.500 -1.112
C -3.353 -0.058 0.138
C -2.262 0.275 1.125
C -4.274 -1.216 0.577
C -4.110 1.175 -0.341
O -2.998 -1.738 -3.103
C -3.937 -2.628 -3.748
C -5.328 -2.253 -3.109
C -3.544 -4.039 -3.491
C -3.857 -2.152 -5.274
H 2.083 0.831 -2.417
H 1.335 -0.667 -2.062
H 0.719 0.801 -1.281
H 0.642 2.594 -3.977
H -0.420 2.451 -2.507
H -1.094 2.227 -4.147
H 1.662 0.483 -4.957
H -0.036 0.094 -5.492
H 0.956 -1.070 -4.564
H -1.700 -0.647 1.243
H -2.726 0.544 2.079
H -1.633 1.161 0.835
H -3.773 -2.198 0.721
H -5.198 -1.257 0.013
H -4.585 -0.854 1.574
H -3.478 1.981 -0.623
H -4.648 1.563 0.607
H -4.852 0.984 -1.078
H -5.431 -2.489 -2.046
H -6.223 -2.653 -3.659
H -5.435 -1.183 -3.202
H -3.733 -4.286 -2.410
H -2.470 -4.203 -3.698
H -4.172 -4.707 -4.121
H -4.474 -1.242 -5.530
H -4.248 -2.965 -5.936
H -2.836 -1.877 -5.551
Cl 2.573 -3.674 -2.686
Si 0.944 -3.968 -3.795
Cl 1.275 -4.064 -5.830
Cl 0.019 -5.688 -3.357
C 5.217 6.973 3.837
C 4.256 5.899 3.596
C 4.414 4.630 4.102
C 3.492 3.582 3.810
C 3.819 2.208 4.439
C 2.402 3.865 3.031
Te 1.050 2.308 2.592
N -1.175 -3.005 -0.535
C -0.895 -3.207 0.600
O -0.017 -2.776 -3.154
C -0.694 -3.587 1.911
C -0.061 -4.826 2.128
C 0.124 -5.266 3.433
C -0.308 -4.505 4.470
C -1.111 -3.387 4.243
C -1.283 -2.905 3.002
C 2.176 0.655 1.916
C 1.685 -0.550 2.372
C 2.121 -1.781 1.888
C 3.060 -1.721 0.802
C 3.426 -0.530 0.313
C 3.116 0.725 0.889
C 3.567 2.025 0.270
C 2.155 5.157 2.522
C 0.894 5.449 1.770
C 3.085 6.126 2.834
H 6.084 6.495 4.358
H 4.794 7.743 4.531
H 5.352 7.638 2.998
H 5.292 4.397 4.658
H 4.515 2.233 5.294
H 4.257 1.495 3.711
H 2.947 1.675 4.725
H 0.268 -5.371 1.268
H 0.661 -6.216 3.537
H -0.102 -4.846 5.490
H -1.571 -2.952 5.086
H -1.974 -2.097 2.806
H 0.974 -0.648 3.153
H 1.704 -2.729 2.182
H 3.432 -2.573 0.340
H 4.196 -0.608 -0.440
H 4.354 1.738 -0.506
H 3.913 2.829 0.949
H 2.626 2.417 -0.118
H 0.903 4.848 0.889
H 0.809 6.472 1.468
H 0.009 5.197 2.372
H 2.908 7.147 2.381
*
```

E_HOMO (alpha / beta) ... -11.9 / -11.6 eV

=====

(4)
This record from the OMol25 dataset describes 2 unconnected molecules or ions with the total composition C6H9O3P at a distorted geometry. The level of theory is ωB97M-V/def2-TZVPD.

```
! RIJCOSX wB97M-V def2-TZVPD def2/J DEFGRID3
* xyz 0 1
C 1.571 -2.408 3.071
C -0.754 -0.746 -0.073
C 0.213 0.464 0.519
C -0.373 0.402 -0.811
C 0.418 0.608 -2.008
C -1.686 1.358 -0.836
O 1.108 -1.410 2.796
O 2.557 0.227 1.691
O 2.090 -3.384 3.319
P 1.741 -0.376 0.616
H -1.820 -0.523 0.251
H -0.528 -1.828 -0.349
H -0.504 0.808 1.263
H 0.301 -0.305 -2.633
H 1.401 0.755 -1.836
H 0.015 1.455 -2.581
H -2.118 1.462 0.217
H -2.378 1.045 -1.676
H -1.255 2.397 -0.939
*
```

E_HOMO ... -9.0 eV
SMILES ... CC1(C)C[C@H]1P=O.O=C=O

=====

(5)
This record from the OMol25 dataset describes C5H8 in the gas phase at a distorted geometry. The level of theory is ωB97M-V/def2-TZVPD.

```
! RIJCOSX wB97M-V def2-TZVPD def2/J DEFGRID3
* xyz 0 1
C -1.613 -0.049 -0.739
C -0.880 0.656 0.397
C 0.270 -0.152 0.946
C 1.371 -0.260 0.264
C 2.403 -0.435 -0.506
H -0.902 -0.275 -1.543
H -2.037 -0.994 -0.385
H -2.418 0.571 -1.148
H -0.466 1.610 0.041
H -1.543 0.895 1.235
H 0.198 -0.634 1.916
H 2.602 -1.473 -0.680
H 3.145 0.326 -0.713
*
```

E_HOMO ... -8.8 eV
SMILES ... C=C=CCC

=====

(6)
This record from the OMol25 dataset describes 4 unconnected molecules or ions with the total composition C25H47Cl2N4O12S4 at a distorted geometry. The level of theory is ωB97M-V/def2-TZVPD.

```
! RIJCOSX wB97M-V def2-TZVPD def2/J DEFGRID3
* xyz 1 1
C 3.111 0.564 5.834
C 3.004 1.009 4.275
Cl 4.769 1.207 3.708
C 2.424 -0.252 3.460
N 1.113 -0.010 2.791
C -0.008 0.603 3.481
N -1.049 0.600 2.494
C -0.618 0.027 1.214
N -1.333 -0.134 0.074
C -2.761 0.294 0.133
O -3.343 0.593 -1.160
C -4.348 1.609 -0.871
C -5.543 1.313 0.089
C -6.594 2.417 0.433
C -6.442 3.838 -0.192
C -5.262 4.072 -1.173
C -4.198 2.995 -1.539
N 0.759 -0.316 1.505
C 1.615 -0.978 0.478
C 1.867 -2.492 0.952
C 0.540 -3.318 1.318
C 0.829 -4.239 2.621
S -0.841 -4.641 3.383
O -0.693 -5.688 4.452
O -1.369 -3.322 3.916
Cl -2.074 -5.259 1.823
H 3.564 -0.499 5.820
H 3.819 1.243 6.423
H 2.084 0.477 6.340
H 2.395 1.968 4.144
H 2.264 -1.130 4.198
H 3.222 -0.612 2.726
H -0.077 1.000 4.549
H -0.896 -0.563 -0.752
H -3.364 -0.569 0.592
H -2.911 1.234 0.788
H -5.620 0.258 0.530
H -7.470 2.232 1.137
H -7.141 4.716 0.025
H -5.108 5.105 -1.657
H -3.323 3.166 -2.259
H 2.650 -0.461 0.434
H 1.200 -0.932 -0.583
H 2.438 -3.028 0.116
H 2.539 -2.489 1.874
H 0.252 -4.036 0.460
H -0.382 -2.682 1.537
H 1.327 -5.232 2.359
H 1.418 -3.683 3.431
O 5.476 -5.335 -0.830
S 4.834 -6.162 -1.820
O 3.563 -5.807 -2.397
O 4.748 -7.678 -1.262
C 4.119 -7.907 -0.001
C 2.608 -7.817 -0.105
C 5.978 -6.472 -3.133
H 4.507 -7.216 0.753
H 4.396 -8.916 0.312
H 2.288 -6.799 -0.339
H 2.138 -8.109 0.838
H 2.236 -8.463 -0.903
H 6.932 -6.781 -2.708
H 6.100 -5.545 -3.695
H 5.570 -7.247 -3.781
O -0.983 3.375 -4.233
S -1.053 3.701 -5.636
O -2.308 3.918 -6.304
O -0.197 2.612 -6.472
C -0.514 1.228 -6.312
C -1.786 0.856 -7.050
C -0.007 5.094 -5.947
H -0.580 0.969 -5.252
H 0.322 0.663 -6.732
H -2.657 1.342 -6.606
H -1.950 -0.224 -7.016
H -1.735 1.175 -8.094
H 0.962 4.922 -5.480
H -0.484 5.973 -5.513
H 0.097 5.222 -7.024
O -1.697 5.400 3.869
S -1.939 5.904 2.541
O -3.129 5.566 1.807
O -0.647 5.585 1.616
C -0.201 4.235 1.520
C -1.102 3.410 0.621
C -1.772 7.665 2.559
H -0.116 3.786 2.515
H 0.804 4.263 1.091
H -2.096 3.291 1.058
H -0.683 2.414 0.468
H -1.233 3.898 -0.348
H -0.851 7.930 3.077
H -2.632 8.076 3.087
H -1.759 8.028 1.531
*
```

E_HOMO ... -10.6 eV

=====

(7)
This record from the OMol25 dataset describes a molecular structure, C29H22F6GdN4O6S2 at a distorted geometry. The level of theory is ωB97M-V/def2-TZVPD.

```
! RIJCOSX wB97M-V def2-TZVPD def2/J DEFGRID3
* xyz -1 8
Gd 0.005 -0.284 -0.245
O 1.264 -1.505 1.109
C 1.928 -2.635 1.110
C 2.989 -2.879 2.009
C 3.471 -4.168 2.203
C 3.009 -5.276 1.510
C 2.033 -5.044 0.500
C 1.484 -3.751 0.304
C 0.386 -3.647 -0.623
N -0.354 -2.603 -0.767
C -1.674 -2.718 -1.482
C -2.764 -2.148 -0.557
N -2.496 -0.729 -0.349
C -3.553 0.020 -0.145
C -3.550 1.429 0.095
C -4.766 2.071 0.011
C -4.916 3.420 0.227
C -3.727 4.145 0.416
C -2.474 3.590 0.562
C -2.325 2.198 0.206
O -1.171 1.657 0.065
H 3.454 -2.101 2.564
H 4.231 -4.287 2.910
H 3.323 -6.306 1.730
H 1.744 -5.834 -0.236
H 0.367 -4.579 -1.275
H -1.903 -3.761 -1.607
H -1.628 -2.283 -2.501
H -2.739 -2.681 0.422
H -3.783 -2.272 -0.941
H -4.544 -0.454 -0.130
H -5.554 1.418 -0.271
H -5.914 3.860 0.209
H -3.703 5.236 0.522
H -1.566 4.169 0.765
C 2.404 3.966 -0.167
C 1.937 4.595 0.979
C 1.235 3.792 1.872
C 1.022 2.407 1.614
N 1.478 1.832 0.451
C 2.106 2.625 -0.404
C 0.412 1.574 2.677
C 0.323 2.089 3.968
C -0.414 1.440 4.919
C -1.092 0.271 4.648
C -0.937 -0.332 3.405
C -0.164 0.291 2.445
H 3.039 4.446 -0.917
H 1.969 5.661 1.156
H 0.750 4.198 2.800
H 2.550 2.150 -1.272
H 0.896 2.951 4.278
H -0.419 1.834 5.952
H -1.683 -0.223 5.466
H -1.325 -1.289 3.167
F 3.723 -3.311 -2.809
C 2.659 -2.792 -3.485
F 2.902 -3.072 -4.797
F 1.527 -3.418 -3.052
S 2.525 -0.976 -3.105
O 2.210 -0.805 -1.670
O 3.683 -0.237 -3.510
N 1.250 -0.702 -4.006
S 0.041 0.226 -3.822
O -1.118 -0.236 -4.506
O -0.127 0.562 -2.400
C 0.418 1.975 -4.453
F 0.715 1.970 -5.760
F -0.588 2.817 -4.185
F 1.512 2.452 -3.795
*
```

E_HOMO (alpha / beta) ... -4.0 / -4.5 eV

=====

(8)
This record from the OMol25 dataset describes 10 unconnected molecules or ions with the total composition C36H100N8O10 at a distorted geometry. The level of theory is ωB97M-V/def2-TZVPD.

```
! RIJCOSX wB97M-V def2-TZVPD def2/J DEFGRID3
* xyz 0 1
C -1.651 5.972 -0.854
C -2.951 6.020 -0.092
C -4.095 5.477 -0.903
O -3.818 4.173 -1.225
C -4.644 3.656 -2.270
N -2.960 5.388 1.236
H -1.763 6.327 -1.887
H -1.218 5.002 -0.919
H -0.828 6.555 -0.420
H -3.215 7.103 0.092
H -4.127 6.116 -1.806
H -5.015 5.618 -0.332
H -4.422 2.589 -2.450
H -4.486 4.279 -3.170
H -5.734 3.621 -2.074
H -2.094 5.555 1.759
H -3.082 4.376 1.156
C -0.592 3.631 5.987
C -1.497 3.176 4.832
C -0.695 3.061 3.517
O -0.210 4.332 3.105
C 0.609 4.250 1.942
N -2.168 1.909 5.201
H -1.144 3.517 6.943
H -0.273 4.647 5.934
H 0.264 2.933 6.134
H -2.240 3.987 4.654
H -1.403 2.663 2.756
H 0.094 2.294 3.532
H 1.167 5.173 1.769
H -0.032 4.058 1.100
H 1.359 3.454 2.008
H -1.442 1.191 5.243
H -2.830 1.606 4.505
C -1.173 3.411 -4.262
C -0.884 2.505 -5.400
C -1.819 1.313 -5.359
O -1.508 0.540 -4.168
C -2.586 -0.291 -3.803
N -1.236 3.254 -6.624
H -0.541 4.283 -4.407
H -1.048 2.871 -3.337
H -2.199 3.762 -4.351
H 0.137 2.116 -5.380
H -1.641 0.730 -6.268
H -2.877 1.511 -5.267
H -2.370 -0.724 -2.818
H -2.669 -1.120 -4.541
H -3.567 0.159 -3.766
H -0.739 2.819 -7.402
H -0.965 4.253 -6.541
C -4.129 -1.963 5.210
C -4.700 -0.658 4.814
C -4.159 -0.362 3.378
O -4.428 1.082 3.280
C -4.392 1.429 1.875
N -6.173 -0.660 4.946
H -3.076 -1.997 5.058
H -4.627 -2.845 4.766
H -4.129 -2.065 6.315
H -4.265 0.164 5.387
H -4.626 -0.932 2.560
H -3.058 -0.457 3.354
H -3.418 1.169 1.429
H -4.546 2.557 1.823
H -5.149 0.856 1.330
H -6.668 -0.273 4.158
H -6.558 -1.621 5.001
C 5.972 -3.065 1.824
C 4.496 -3.172 2.133
C 4.348 -3.843 3.482
O 2.982 -3.978 3.918
C 2.123 -4.701 3.017
N 3.746 -1.908 2.032
H 6.145 -2.472 0.905
H 6.428 -4.070 1.637
H 6.515 -2.636 2.699
H 4.053 -3.725 1.279
H 4.743 -3.146 4.219
H 4.943 -4.753 3.644
H 2.589 -5.633 2.697
H 1.787 -4.110 2.108
H 1.197 -4.892 3.570
H 4.352 -1.184 2.429
H 3.020 -1.988 2.737
C 0.808 -2.919 6.039
C 0.804 -1.583 5.325
C 0.390 -1.738 3.852
O -0.848 -2.445 3.772
C -1.313 -2.610 2.452
N -0.030 -0.525 5.990
H 1.115 -2.734 7.074
H 1.506 -3.603 5.587
H -0.201 -3.340 5.974
H 1.762 -1.050 5.175
H 1.088 -2.302 3.212
H 0.306 -0.712 3.437
H -2.400 -2.836 2.478
H -0.753 -3.466 2.039
H -1.085 -1.793 1.813
H -0.906 -1.020 6.190
H 0.372 -0.348 6.912
C 3.127 -3.876 -8.582
C 2.813 -4.637 -7.296
C 2.142 -3.738 -6.257
O 2.105 -4.551 -5.095
C 1.459 -3.865 -4.025
N 2.207 -5.889 -7.595
H 2.289 -3.298 -8.996
H 3.232 -4.615 -9.403
H 3.896 -3.164 -8.473
H 3.773 -4.937 -6.838
H 1.140 -3.457 -6.612
H 2.781 -2.877 -6.116
H 1.461 -4.458 -3.108
H 0.428 -3.595 -4.192
H 2.042 -2.958 -3.695
H 2.119 -6.559 -6.852
H 1.400 -5.838 -8.198
C 0.390 -1.814 -0.722
C 0.786 -0.340 -0.882
C 0.276 0.429 0.370
O -1.134 0.498 0.395
C -1.597 1.561 -0.398
N 2.230 -0.299 -1.058
H 1.007 -2.275 0.068
H 0.522 -2.458 -1.623
H -0.640 -1.909 -0.358
H 0.326 0.010 -1.825
H 0.743 1.415 0.396
H 0.661 -0.156 1.194
H -1.597 1.295 -1.476
H -0.891 2.419 -0.335
H -2.617 1.780 -0.102
H 2.522 0.692 -0.953
H 2.617 -0.824 -0.321
C 2.608 2.705 -3.291
C 1.622 3.066 -2.175
O 2.267 3.048 -0.939
H 3.439 3.420 -3.394
H 2.069 2.698 -4.257
H 3.058 1.726 -3.123
H 0.845 2.303 -2.041
H 1.218 4.024 -2.500
H 2.882 3.771 -0.933
C 3.758 -3.300 -1.395
C 5.004 -3.551 -2.270
O 5.697 -2.265 -2.355
H 3.040 -2.671 -1.900
H 4.130 -2.783 -0.444
H 3.254 -4.226 -1.114
H 4.792 -3.778 -3.308
H 5.541 -4.341 -1.706
H 5.634 -1.781 -1.532
*
```

E_HOMO ... -8.6 eV
SMILES ... COC[C@H](C)N.COC[C@H](C)N.COC[C@H](C)N.COC[C@H](C)N.COC[C@H](C)N.COC[C@H](C)N.COC[C@H](C)N.COC[C@H](C)N.CCO.CCO